[1]
Computed, not measured: a structure of composition C28H28BF12N5O2Pd, with ωB97M-V/def2-TZVPD.

CARTESIAN COORDINATES (ANGSTROEM)
Pd (-0.2949, 0.2786, 0.0593)
C (4.9805, -3.7552, -2.9016)
C (4.1169, -2.7752, -2.1453)
C (4.5592, -2.2094, -0.9526)
C (3.7967, -1.2718, -0.2986)
C (2.5547, -0.7999, -0.7996)
N (1.8814, 0.1430, -0.0775)
C (2.5831, 1.1210, 0.5945)
C (3.7027, 1.7149, -0.0371)
C (4.4255, 2.7337, 0.5376)
C (4.0961, 3.2238, 1.7988)
C (4.8618, 4.3709, 2.4090)
C (3.0114, 2.6531, 2.4435)
C (2.2654, 1.6173, 1.8871)
C (1.0149, 1.1201, 2.6188)
O (0.4852, -0.0317, 2.1358)
C (1.2955, 0.8018, 4.1229)
F (1.7097, 1.8154, 4.9312)
F (2.2504, -0.1502, 4.2211)
F (0.1899, 0.3099, 4.7147)
C (-0.0337, 2.3116, 2.6017)
F (0.0448, 3.0187, 1.4645)
F (0.1402, 3.2119, 3.6009)
F (-1.2877, 1.8670, 2.7182)
C (2.0876, -1.4162, -1.9854)
C (2.8714, -2.3838, -2.6114)
C (0.7371, -1.0186, -2.6074)
O (0.0720, 0.0135, -2.1074)
C (-0.1756, -2.3208, -2.6045)
F (0.0762, -3.2173, -3.6080)
F (-1.4784, -2.0239, -2.7083)
F (-0.0260, -3.0284, -1.4618)
C (0.9596, -0.6223, -4.1174)
F (1.4872, -1.5521, -4.9662)
F (1.7912, 0.4337, -4.1923)
F (-0.2060, -0.2608, -4.6865)
H (6.0308, -3.5956, -2.6509)
H (4.8625, -3.6313, -3.9793)
H (4.7362, -4.7926, -2.6503)
H (5.5133, -2.5175, -0.5338)
H (4.1432, -0.8545, 0.6382)
H (3.9602, 1.3658, -1.0290)
H (5.2608, 3.1738, 0.0003)
H (5.8983, 4.3642, 2.0655)
H (4.8531, 4.3140, 3.4985)
H (4.4230, 5.3298, 2.1165)
H (2.7316, 3.0479, 3.4112)
H (2.5101, -2.8646, -3.5094)
C (0.0381, -5.0921, 1.9997)
C (0.9067, -3.9133, 1.5934)
N (0.0632, -2.7674, 1.3845)
C (-1.2132, -2.7934, 0.9132)
N (-1.7701, -1.6916, 0.5481)
C (-3.1449, -1.6588, 0.0951)
C (-3.9376, -2.8823, 0.5405)
C (-3.1100, -4.1138, 0.2114)
N (-1.8664, -4.0346, 0.9479)
C (-1.0521, -5.2331, 0.9506)
H (-0.4303, -4.8783, 2.9630)
H (0.6289, -6.0074, 2.0770)
H (1.4666, -4.1685, 0.6807)
H (1.6307, -3.6674, 2.3725)
H (0.4724, -1.8387, 1.4279)
H (-3.1491, -1.5930, -0.9989)
H (-3.5939, -0.7394, 0.4759)
H (-4.9106, -2.9244, 0.0445)
H (-4.0905, -2.8466, 1.6223)
H (-2.9357, -4.1693, -0.8746)
H (-3.6270, -5.0305, 0.5136)
H (-0.5904, -5.4117, -0.0338)
H (-1.7018, -6.0846, 1.1759)
B (-3.4586, 3.8005, -0.4002)
C (-2.6566, 2.4466, -0.4111)
N (-2.0902, 1.4399, -0.4177)
H (-2.8263, 4.6007, -1.0596)
H (-3.5673, 4.1697, 0.7523)
H (-4.5554, 3.6052, -0.8911)

Atoms 1-6, force components in eV/Å:
3.19 -0.90 -1.46
-0.17 -0.02 0.16
0.12 0.00 -0.04
-0.03 0.03 -0.08
-0.06 0.05 0.04
0.13 -0.24 0.06

Values from the calculation:
Total energy = -2859.27786 Eh
Total charge = -2
Gap between HOMO and LUMO (spin up / spin down) = 6.0 / 6.0 eV
Energy above the lowest of the compared OMol25 structures with the same formula, charge and spin = 47.12 kJ/mol

Mulliken atomic charge list, values in e, 6 entries: atom 1 (Pd): 0.745, atom 2 (C): -1.611, atom 3 (C): 0.288, atom 4 (C): -1.259, atom 5 (C): 0.088, atom 6 (C): 0.049

[2]
Computed, not measured: a structure of composition C12H17O5PPdS3, with ωB97M-V/def2-TZVPD.

CARTESIAN COORDINATES (ANGSTROEM)
Pd (0.0499, 0.3628, -0.7289)
C (-5.5316, -0.7382, -1.4331)
C (-5.0182, -0.2655, -0.0905)
O (-4.1513, 0.8714, -0.2624)
P (-2.5714, 0.6785, -0.1057)
S (-1.6024, 2.3473, -0.5327)
S (-1.8821, -0.8031, -1.2920)
O (-2.5156, 0.2533, 1.4373)
C (-1.3931, 0.5101, 2.3103)
C (-1.6691, 1.7280, 3.1601)
H (-6.2723, -1.5283, -1.2932)
H (-4.7168, -1.1257, -2.0432)
H (-6.0016, 0.0884, -1.9667)
H (-4.4935, -1.0624, 0.4398)
H (-5.8373, 0.0730, 0.5451)
H (-0.4775, 0.6258, 1.7305)
H (-1.2829, -0.3912, 2.9124)
H (-1.7385, 2.6171, 2.5343)
H (-0.8548, 1.8666, 3.8735)
H (-2.6031, 1.6098, 3.7127)
O (3.9994, 1.4193, 0.0217)
C (3.0951, 0.5728, 0.1410)
O (1.9374, 0.7918, 0.6000)
C (3.4282, -0.8418, -0.2616)
C (4.7595, -1.1567, -0.5277)
C (5.1455, -2.4411, -0.8646)
C (4.1807, -3.4358, -0.9582)
C (2.8509, -3.1288, -0.7274)
C (2.4547, -1.8375, -0.3711)
S (0.7233, -1.6504, -0.0532)
H (5.4767, -0.3503, -0.4532)
H (6.1866, -2.6672, -1.0618)
H (4.4577, -4.4483, -1.2282)
H (2.0905, -3.8937, -0.8282)
C (1.9548, 3.1268, -1.2726)
O (1.3454, 2.1288, -1.9423)
H (2.9208, 2.7196, -0.8812)
H (1.4264, 3.3651, -0.3366)
H (2.1297, 4.0098, -1.9023)

Atoms 1-6, force components in eV/Å:
0.42 -0.40 0.87
-0.02 0.01 0.00
-0.04 0.01 0.01
-0.04 -0.08 -0.06
0.15 0.19 -0.08
-0.06 -0.06 0.07

Values from the calculation:
Total energy = -2507.59470 Eh
Total charge = -1
Multiplicity = 2
Gap between HOMO and LUMO (spin up / spin down) = 6.9 / 6.2 eV
Energy above the lowest of the compared OMol25 structures with the same formula, charge and spin = 87.02 kJ/mol

Mulliken atomic charge list, values in e, 6 entries: atom 1 (Pd): -0.001, atom 2 (C): -1.043, atom 3 (C): -0.327, atom 4 (O): -0.382, atom 5 (P): 1.422, atom 6 (S): -0.522